Computed, not measured: a molecular structure, C41H62ClGeN4O2P3Ti in a non-equilibrium geometry, with wB97M-V/def2-TZVPD.

Last column: Mulliken spin population.
Positions of all 115 atoms, in Å:
Ti1 0.0566 0.1674 -1.7491  0.072
C1 1.1569 3.6961 -0.0914  0.003
C2 -0.1331 3.8515 -0.9464  -0.002
C3 -0.9107 5.1287 -0.6324  0.002
P1 -1.2413 2.3007 -0.8708  0.000
C4 -1.9573 2.3056 0.9037  -0.016
N1 -1.4576 1.1121 1.6211  0.071
Ge1 0.0200 0.0286 0.9522  -0.046
N2 -0.1353 -1.8385 1.5279  0.021
C5 -0.9695 -2.7406 0.8114  -0.010
P2 -1.4334 -1.9008 -0.8678  -0.011
C6 -1.0239 -3.2875 -2.1359  -0.004
C7 -1.0681 -4.7257 -1.6938  0.000
C8 -1.7698 -3.0590 -3.5064  -0.001
C9 -3.2611 -1.9551 -0.8881  -0.001
C10 -3.7486 -3.3958 -0.6101  0.000
C11 -4.0147 -1.0889 0.0784  -0.011
C12 0.6667 -2.2888 2.6145  0.016
C13 1.2893 -3.5138 2.6443  -0.012
C14 2.0548 -3.8979 3.7491  0.027
C15 2.2479 -3.0355 4.8036  -0.010
C16 1.6231 -1.7626 4.7566  0.027
C17 0.7989 -1.3885 3.7171  0.022
N3 0.1085 -0.0994 3.6814  0.269
C18 -1.3201 -0.0394 3.7690  0.069
C19 -2.0011 -0.7717 4.7703  -0.004
C20 -3.4073 -0.6385 4.9348  0.025
C21 -4.1895 0.0444 3.9563  0.055
C22 -3.5510 0.7107 2.9640  -0.035
C23 -2.0727 0.7033 2.7869  0.127
C24 0.8580 1.1441 3.7407  0.136
C25 0.4772 2.1666 4.5813  -0.010
C26 1.2705 3.3114 4.6787  0.032
C27 2.4101 3.4378 3.9009  0.058
C28 2.7507 2.4452 2.9940  -0.045
C29 1.7749 1.3923 2.7242  0.089
N4 1.7933 0.5848 1.5785  0.123
C30 2.9036 0.6185 0.6425  -0.037
P3 2.5231 0.0786 -1.1226  -0.008
C31 3.7945 0.8702 -2.2049  -0.002
C32 3.2313 1.8656 -3.2172  -0.001
C33 4.9328 1.6973 -1.5494  0.001
C34 3.2427 -1.7849 -0.9355  -0.003
C35 4.7249 -1.7613 -0.4443  0.000
C36 3.0962 -2.6945 -2.2141  0.000
C37 -2.7273 2.7936 -1.8914  -0.003
C38 -2.4995 3.2188 -3.3505  0.000
C39 -3.7275 1.6349 -1.9842  0.002
H1 0.8584 3.7405 0.9941  0.001
H2 1.8874 4.5097 -0.2948  0.000
H3 1.6485 2.7396 -0.2925  -0.002
H4 0.2945 4.0463 -1.9730  0.000
H5 -1.0074 5.3109 0.4867  -0.001
H6 -1.9229 5.1976 -1.0051  0.000
H7 -0.3593 5.9682 -1.1421  0.000
H8 -3.0202 2.2385 0.8160  0.007
H9 -1.7376 3.2445 1.4389  -0.001
H10 -1.8732 -3.0763 1.3971  0.003
H11 -0.4124 -3.6538 0.5078  0.006
H12 0.0415 -3.1579 -2.4025  0.000
H13 -2.0307 -4.9586 -1.2698  0.000
H14 -0.2656 -4.9980 -0.9585  0.000
H15 -0.9872 -5.3541 -2.6186  0.000
H16 -2.8334 -3.3639 -3.3968  0.000
H17 -1.3177 -3.6403 -4.2841  0.000
H18 -1.7218 -2.0223 -3.8328  0.000
H19 -3.5306 -1.7390 -1.9052  0.000
H20 -3.6986 -4.0570 -1.4974  0.000
H21 -4.8402 -3.3259 -0.4177  0.000
H22 -3.2673 -3.8416 0.2462  0.001
H23 -4.0438 -1.5104 1.0759  0.000
H24 -5.1005 -0.9305 -0.2343  0.000
H25 -3.5282 -0.1009 0.3312  0.006
H26 1.1966 -4.2995 1.8939  0.001
H27 2.4869 -4.8894 3.7801  0.000
H28 2.8838 -3.3635 5.6756  0.000
H29 1.6986 -1.0767 5.5987  -0.001
H30 -1.3711 -1.4568 5.3680  -0.002
H31 -3.9174 -1.1733 5.7493  0.001
H32 -5.2419 0.0755 4.1246  0.002
H33 -4.0639 1.4240 2.3908  -0.002
H34 -0.3481 1.9288 5.2876  -0.003
H35 1.0661 4.0526 5.4177  0.002
H36 3.0475 4.2984 4.0020  0.000
H37 3.6880 2.4833 2.4435  -0.002
H38 3.7204 -0.0235 1.0673  0.004
H39 3.2896 1.6300 0.5934  0.005
H40 4.2104 0.0731 -2.8445  -0.001
H41 2.5684 1.4502 -3.9725  0.000
H42 4.0875 2.3942 -3.7159  0.000
H43 2.6620 2.7649 -2.7514  0.000
H44 4.6382 2.7055 -1.4007  0.000
H45 5.7432 1.7262 -2.2561  0.000
H46 5.3186 1.2399 -0.6516  0.000
H47 2.6153 -2.1537 -0.0910  0.002
H48 5.4698 -2.0684 -1.2121  0.000
H49 4.7329 -2.5307 0.3682  0.000
H50 5.0854 -0.8111 0.0425  0.000
H51 4.0017 -2.6196 -2.8691  0.000
H52 2.2960 -2.4316 -2.8991  0.000
H53 2.9494 -3.6943 -1.9071  0.000
H54 -3.2135 3.6056 -1.2860  0.000
H55 -1.9717 2.4219 -3.8695  0.000
H56 -1.9016 4.1821 -3.4546  0.000
H57 -3.4736 3.4576 -3.7892  0.000
H58 -3.3039 0.6659 -1.8215  -0.001
H59 -4.2202 1.5633 -2.9909  0.000
H60 -4.6078 1.6927 -1.2614  0.000
Cl1 -0.4116 -1.4002 -6.6116  0.000
C40 0.0218 0.0782 -5.6409  0.001
C41 -0.0751 -0.0068 -4.1837  -0.001
O1 0.6456 -0.7898 -3.4624  -0.002
O2 -0.7853 0.8830 -3.5475  -0.005
H61 -0.6957 0.8085 -6.0226  0.000
H62 1.0611 0.2779 -6.0358  0.000

## Properties
LUMO energy (alpha / beta), eV: -9.8 / -10.4
Spin multiplicity: 2
Charge: +3
Orbital gap (alpha / beta), eV: 5.50 / 4.72

Computed, not measured: a molecular structure, C41H62F3N4O2ReSb in a non-equilibrium geometry, with wB97M-V/def2-TZVPD.

Last column: Mulliken spin population.
Positions of all 114 atoms, in Å:
Re1 -2.8875 -16.6576 -9.1283  2.236
C1 1.5827 -15.7319 -6.3255  0.000
C2 0.7146 -16.6382 -7.1352  0.033
C3 -0.3962 -17.2607 -6.5645  -0.055
C4 -0.8609 -16.8199 -5.2129  -0.003
C5 -1.0536 -18.2997 -7.2540  0.037
C6 -1.8432 -19.3241 -6.4837  -0.008
C7 -0.7343 -18.5575 -8.6124  0.087
C8 -1.2226 -19.8507 -9.2246  0.065
C9 0.3899 -17.8927 -9.1853  -0.064
C10 0.9440 -18.4167 -10.4793  0.013
C11 1.0678 -16.9065 -8.4698  -0.056
C12 2.2134 -16.1278 -9.0524  0.000
H1 1.3365 -14.6928 -6.5318  -0.001
H2 2.6335 -15.8911 -6.5605  0.000
H3 1.4470 -15.9065 -5.2598  -0.001
H4 -0.2585 -17.2695 -4.4134  0.001
H5 -1.9085 -17.0837 -5.0483  0.010
H6 -0.7686 -15.7378 -5.1448  0.002
H7 -2.9110 -19.2851 -6.7085  0.014
H8 -1.7087 -19.1903 -5.4146  -0.002
H9 -1.4808 -20.3244 -6.7350  0.000
H10 -0.6161 -20.6767 -8.8356  -0.001
H11 -1.1243 -19.8715 -10.3109  -0.004
H12 -2.2623 -20.0578 -8.9686  -0.029
H13 0.2251 -18.3622 -11.3084  0.001
H14 1.2155 -19.4673 -10.3587  0.000
H15 1.8455 -17.8992 -10.7779  0.000
H16 3.1722 -16.5527 -8.7379  0.000
H17 2.1795 -15.0999 -8.7039  0.001
H18 2.2066 -16.1021 -10.1409  -0.001
C13 -7.0439 -16.5449 -10.1960  -0.018
C14 -6.5370 -17.6354 -11.1239  -0.020
C15 -7.6252 -18.6512 -11.4131  -0.002
Sb1 -4.6732 -18.5606 -10.2903  0.294
C16 -3.7228 -19.6287 -12.0027  -0.029
C17 -4.7311 -19.9616 -13.0854  -0.003
C18 -2.5824 -18.8037 -12.5609  -0.007
C19 -5.3327 -20.1900 -8.9228  -0.004
C20 -6.2930 -19.6351 -7.8882  -0.009
C21 -5.9250 -21.3458 -9.7087  -0.001
H19 -7.8187 -15.9685 -10.7119  0.000
H20 -6.2604 -15.8637 -9.8964  0.001
H21 -7.4957 -16.9775 -9.3003  0.000
H22 -6.1937 -17.1959 -12.0626  0.003
H23 -8.0205 -19.0845 -10.4982  -0.001
H24 -7.3013 -19.4528 -12.0782  0.001
H25 -8.4538 -18.1417 -11.9083  -0.001
H26 -3.3483 -20.5522 -11.5577  -0.001
H27 -5.1527 -19.0575 -13.5416  0.000
H28 -5.5477 -20.5803 -12.7113  0.000
H29 -4.2325 -20.5337 -13.8758  0.000
H30 -2.9734 -17.9395 -13.1051  0.007
H31 -1.9971 -19.4076 -13.2659  0.000
H32 -1.9213 -18.4447 -11.7749  0.021
H33 -4.4135 -20.5222 -8.4384  0.000
H34 -7.2478 -19.3490 -8.3445  -0.001
H35 -5.8678 -18.7740 -7.3905  0.011
H36 -6.5042 -20.4024 -7.1363  0.002
H37 -6.8261 -21.0447 -10.2510  0.001
H38 -6.2082 -22.1411 -9.0136  0.000
H39 -5.2116 -21.7630 -10.4231  0.000
F1 -6.2379 -16.7835 -0.3550  0.001
C22 -6.7759 -17.6839 -1.1929  -0.002
F2 -8.0908 -17.4272 -1.2517  0.001
F3 -6.6295 -18.8876 -0.6359  0.000
C23 -6.1345 -17.5853 -2.5556  0.039
C24 -5.3896 -18.6391 -3.0652  -0.007
C25 -4.7884 -18.5134 -4.3017  0.048
C26 -4.9270 -17.3257 -5.0243  0.005
C27 -5.6705 -16.2630 -4.4953  0.055
C28 -6.2732 -16.3941 -3.2623  -0.020
C29 -4.3334 -17.1857 -6.2988  0.188
C30 -3.7990 -17.0899 -7.3984  -0.207
H40 -5.2849 -19.5560 -2.4997  0.001
H41 -4.2076 -19.3315 -4.7063  -0.001
H42 -5.7594 -15.3438 -5.0587  0.002
H43 -6.8550 -15.5837 -2.8422  0.000
C31 -4.6461 -13.9567 -12.2804  0.007
C32 -4.0510 -15.3460 -12.4772  0.026
N1 -2.6541 -15.3076 -12.8810  0.045
C33 -2.4670 -14.9680 -14.2962  -0.004
C34 -2.5771 -16.1767 -15.2201  0.005
C35 -1.6440 -15.5565 -12.0563  0.040
C36 -0.2505 -15.3493 -12.5790  -0.004
N2 -1.7732 -15.9913 -10.8143  0.086
H44 -5.6517 -14.0651 -11.8729  0.000
H45 -4.7264 -13.4077 -13.2197  0.000
H46 -4.0425 -13.3709 -11.5840  0.000
H47 -4.6085 -15.8816 -13.2506  -0.002
H48 -4.1351 -15.9004 -11.5509  -0.021
H49 -1.5181 -14.4711 -14.4427  0.001
H50 -3.2426 -14.2526 -14.5575  0.000
H51 -1.7802 -16.9052 -15.0420  0.000
H52 -2.5005 -15.8371 -16.2536  0.000
H53 -3.5388 -16.6945 -15.1148  0.000
H54 -0.0926 -14.3130 -12.8629  0.002
H55 -0.0732 -15.9750 -13.4556  0.002
H56 0.4866 -15.6085 -11.8154  -0.006
H57 -0.8412 -16.0251 -10.4142  -0.014
C37 -1.7607 -11.5781 -6.1109  -0.001
N3 -2.4518 -12.4188 -7.0714  0.005
C38 -3.6181 -12.0504 -7.6205  0.003
C39 -4.3101 -12.8651 -8.4632  0.000
C40 -3.7482 -14.1374 -8.6924  0.059
O1 -4.3081 -15.0737 -9.3945  0.054
N4 -2.5690 -14.4912 -8.1823  0.067
C41 -1.8556 -13.6647 -7.3586  0.028
O2 -0.7802 -13.9499 -6.8865  0.003
H58 -2.1462 -10.5681 -6.1793  0.000
H59 -0.7001 -11.5895 -6.3283  0.000
H60 -1.9109 -11.9606 -5.1095  0.000
H61 -3.9901 -11.0682 -7.3483  0.000
H62 -5.2457 -12.5746 -8.9056  0.000

## Properties
LUMO energy (alpha / beta), eV: -6.5 / -6.9
Spin multiplicity: 4
Charge: +2
Orbital gap (alpha / beta), eV: 6.73 / 6.37

Across the entries above, energy relative to the best compared isomer or geometry (same formula, charge and spin) takes the values 0.0000 0.0000 eV, respectively.